Entry 1:
A structure of composition C25H46GeN4OPdSi3, computed with ωB97M-V with the def2-TZVPD basis set.

HOMO level (spin up / spin down): -3.34 / -4.63 eV
Max |F|: 0.1 eV/A
Kohn-Sham gap (spin up / spin down): 6.1 / 7.4 eV
Charge: -1
Spin multiplicity: 4
LUMO level (spin up / spin down): 2.770 / 2.751 eV

Structure (XYZ):
```
81
C25H46GeN4OPdSi3, DFT ωB97M-V with the def2-TZVPD basis set
Pd -0.16650 0.02877 1.20496
O -1.82891 0.76292 5.10973
C -1.39093 0.73642 3.94301
N -0.94523 -0.30033 3.26253
C -0.99420 -1.54550 4.00187
C -0.53824 -2.69572 3.14529
C 0.64079 -3.37770 3.43057
C 1.04146 -4.41660 2.61000
C 0.24812 -4.75033 1.52535
C -0.91442 -4.02366 1.32356
N -1.30878 -3.02408 2.10570
C -1.35069 2.04285 3.17448
C -1.82913 3.20585 3.76727
C -1.78301 4.38868 3.05393
C -1.25787 4.38244 1.76777
C -0.80380 3.18286 1.25131
N -0.85171 2.04359 1.93770
H -2.01432 -1.74228 4.35144
H -0.36830 -1.48985 4.90145
H 1.23774 -3.07729 4.28200
H 1.96350 -4.95041 2.80730
H 0.52516 -5.53941 0.83923
H -1.56163 -4.25002 0.48151
H -2.22058 3.13069 4.77155
H -2.15264 5.30835 3.49114
H -1.20314 5.28231 1.16999
H -0.38975 3.11027 0.25487
C -3.82126 0.80009 -0.86242
Si -2.64598 -0.30749 -1.84081
C -3.14796 -0.16908 -3.66239
C -2.97351 -2.08316 -1.29355
Ge -0.40540 0.27140 -1.31124
Si 0.94687 -1.29617 -2.47226
C 1.07842 -2.90669 -1.50830
C 2.70943 -0.63255 -2.65218
C 0.35648 -1.76774 -4.20883
Si -0.04509 2.26238 -2.56755
C -1.48332 3.49105 -2.44878
C 0.16745 1.97559 -4.42607
C 1.52038 3.16504 -2.01298
H -4.86716 0.52755 -1.03559
H -3.69498 1.85154 -1.13290
H -3.61443 0.70532 0.20657
H -4.18928 -0.47642 -3.80250
H -2.51831 -0.79632 -4.29781
H -3.05270 0.86048 -4.01687
H -4.02145 -2.36340 -1.43659
H -2.72916 -2.18596 -0.23253
H -2.35315 -2.78942 -1.85306
H 1.43412 -2.71140 -0.49465
H 1.76661 -3.60157 -2.00192
H 0.10405 -3.39452 -1.42391
H 3.11545 -0.38274 -1.66862
H 2.74062 0.27259 -3.26417
H 3.36633 -1.37650 -3.11347
H -0.60769 -2.28080 -4.15987
H 1.07339 -2.44734 -4.68138
H 0.23654 -0.89515 -4.85363
H -2.37953 3.05963 -2.90184
H -1.24098 4.40831 -2.99550
H -1.74033 3.76410 -1.42397
H -0.71302 1.47950 -4.84191
H 1.03415 1.34745 -4.64326
H 0.30070 2.92866 -4.94820
H 1.45768 3.49119 -0.97230
H 1.72153 4.04108 -2.63756
H 2.37912 2.49230 -2.08358
C 4.03499 -1.14496 1.49637
C 2.87560 -0.20572 1.84974
C 2.73886 -0.08571 3.37456
C 3.10860 1.18175 1.23719
N 1.65562 -0.75157 1.33293
H 4.97897 -0.76364 1.89547
H 4.12928 -1.24248 0.41335
H 3.85373 -2.13743 1.91325
H 3.63312 0.37308 3.80531
H 2.60027 -1.07074 3.82215
H 1.86628 0.52113 3.62225
H 4.04970 1.61006 1.59463
H 2.28711 1.84782 1.50728
H 3.14026 1.11465 0.14835
```

---

Entry 2:
A cluster of 3 separate species, C25H46I2O11P2 in total at a distorted geometry, computed with ωB97M-V with the def2-TZVPD basis set.

HOMO level: -9.17 eV
Max |F|: 4.5 eV/A
Kohn-Sham gap: 8.4 eV
Spin multiplicity: 1
LUMO level: -0.813 eV
SMILES string: CCCCCCC1=C(/C(I)=C(/C)I)C(=O)OC1=O.CCOP(=O)(OCC)OCC.CCOP(=O)(OCC)OCC

Structure (XYZ):
```
86
C25H46I2O11P2, DFT ωB97M-V with the def2-TZVPD basis set
C -4.76639 -0.93456 0.70600
C -3.50564 -0.22705 1.21827
C -3.22086 1.06230 0.40371
C -1.98969 0.93484 -0.49896
C -0.70138 0.62201 0.29149
C -0.17188 -0.79640 -0.02105
C 0.42628 -1.55082 1.12297
C 0.72488 -2.85335 1.12569
C 0.53234 -3.72827 -0.03399
I -1.16257 -4.95118 -0.05690
C 1.37015 -3.76591 -1.05875
C 1.21513 -4.62339 -2.28771
I 3.11276 -2.58882 -1.03684
C 1.24805 -3.23487 2.47027
O 1.37805 -4.30600 2.96587
O 1.52831 -2.04058 3.10710
C 0.80702 -1.03519 2.48489
O 0.58845 0.00515 3.01524
H -5.04643 -1.74176 1.38479
H -4.59119 -1.40034 -0.26570
H -5.57641 -0.20892 0.64142
H -2.66102 -0.91491 1.13257
H -3.63281 0.00796 2.27555
H -4.11287 1.30018 -0.17668
H -3.03234 1.86189 1.12374
H -2.20261 0.14510 -1.22876
H -1.88285 1.85016 -1.08408
H -0.88022 0.75088 1.35352
H 0.05482 1.32538 -0.05713
H 0.53039 -0.77876 -0.85755
H -1.01812 -1.39870 -0.36858
H 0.38376 -4.25042 -2.88749
H 1.00325 -5.64500 -1.97227
H 2.12811 -4.60490 -2.87328
O 7.37783 0.62418 -5.43565
P 6.81574 -0.64708 -5.90870
O 5.81826 -0.41391 -7.13912
C 6.30223 0.22803 -8.32269
C 7.29267 -0.63022 -9.08783
O 5.74724 -1.12805 -4.80432
C 5.52926 -0.38347 -3.60750
C 4.42711 0.64121 -3.78140
O 7.33478 -2.12697 -6.21583
C 8.73600 -2.46138 -6.10740
C 9.33336 -2.05862 -4.77398
H 6.74673 1.19210 -8.06348
H 5.42600 0.42292 -8.93905
H 8.24699 -0.69215 -8.55809
H 7.48938 -0.20295 -10.07113
H 6.91178 -1.64410 -9.20888
H 6.45354 0.08441 -3.26913
H 5.23930 -1.11032 -2.84709
H 4.57926 1.23447 -4.68278
H 4.38305 1.31068 -2.92107
H 3.46000 0.14481 -3.88115
H 9.28612 -2.00023 -6.93153
H 8.79974 -3.53961 -6.23982
H 9.33987 -0.97285 -4.65589
H 10.36325 -2.40771 -4.70047
H 8.75483 -2.47866 -3.95063
O -5.23738 1.16886 5.16596
P -5.57054 2.57611 5.42417
O -6.15253 3.27646 4.10569
C -7.31821 2.73408 3.47988
C -8.57007 2.91951 4.31756
O -4.18077 3.37618 5.54438
C -2.92728 2.69656 5.45344
C -2.43705 2.63716 4.02310
O -6.29515 3.43073 6.56435
C -6.89737 2.78542 7.70745
C -5.94907 1.83531 8.41119
H -7.15772 1.67628 3.25533
H -7.42413 3.26100 2.53265
H -8.55701 2.26149 5.19047
H -9.45935 2.67665 3.73575
H -8.64645 3.94629 4.67469
H -2.99627 1.69900 5.88654
H -2.22506 3.26204 6.06719
H -3.22099 2.28453 3.35225
H -1.57371 1.97449 3.93666
H -2.14410 3.63014 3.67770
H -7.80551 2.26313 7.39564
H -7.19973 3.58518 8.38066
H -5.69062 0.98892 7.77104
H -6.41215 1.43986 9.31519
H -5.02257 2.34431 8.67838
```

---

Entry 3:
A structure of composition C25H46P2Pt at a distorted geometry, computed with ωB97M-V with the def2-TZVPD basis set.

HOMO level (spin up / spin down): -11.59 / -12.54 eV
Max |F|: 5.5 eV/A
Kohn-Sham gap (spin up / spin down): 6.5 / 4.9 eV
Charge: +2
Spin multiplicity: 5
LUMO level (spin up / spin down): -5.057 / -7.642 eV

Structure (XYZ):
```
74
C25H46P2Pt, DFT ωB97M-V with the def2-TZVPD basis set
Pt -0.53516 -1.74841 -1.94401
C -0.18071 -2.66775 3.19137
C 1.10865 -2.61116 2.60531
C 0.97101 -0.93409 4.16899
C -0.26988 -1.62855 4.14914
C 1.82135 -1.53931 3.19723
C -1.27072 -3.60431 2.84286
H -0.95891 -4.29004 2.04466
H -2.16931 -3.06958 2.49752
H -1.57029 -4.21012 3.70956
C -1.45407 -1.31924 4.98130
H -2.38068 -1.52177 4.43203
H -1.45557 -0.26190 5.28050
H -1.47487 -1.92217 5.89918
C 1.31760 0.20283 5.04270
H 1.78899 -0.13458 5.97794
H 0.42299 0.77390 5.31544
H 2.02327 0.88094 4.54816
C 3.19911 -1.11949 2.86270
H 3.94941 -1.75351 3.35892
H 3.38291 -0.08599 3.16950
H 3.37587 -1.19309 1.77994
C 1.58015 -3.47951 1.49579
H 1.40917 -4.53585 1.72466
H 2.65362 -3.32847 1.32338
H 1.05532 -3.24870 0.55613
C -0.89616 0.13515 -2.46056
C -1.82826 -0.76733 -3.11180
C -1.73442 -1.08189 -4.58741
C -0.33734 -1.62049 -4.94932
C 0.23849 -2.32639 -3.71874
C 1.23477 -1.61985 -2.90693
C 1.55107 -0.17184 -3.21402
C 0.31373 0.75466 -3.11781
H -1.99911 -0.20928 -5.20517
H 0.32409 -0.80688 -5.26829
H -2.46162 -1.86875 -4.80806
H 0.05286 1.15254 -4.11379
H -1.38189 0.78237 -1.71020
H -2.86287 -0.71348 -2.74180
H 0.60401 1.64327 -2.54929
H 2.28638 0.16657 -2.47783
H 2.07247 -2.24802 -2.57877
H 2.00672 -0.05963 -4.20846
H -0.40317 -2.31785 -5.79534
H 0.34355 -3.41205 -3.84593
P -1.35699 3.18511 -1.33863
P 0.33053 3.69006 0.05543
C -0.65749 4.73391 -2.12944
C 0.48761 5.06166 -1.14963
H -1.42776 5.51711 -2.15643
H -0.32494 4.52995 -3.15296
H 1.48786 5.03705 -1.60695
H 0.35789 6.02661 -0.64303
C 0.12321 4.17062 1.77587
H -0.56963 3.47141 2.26984
H -0.26239 5.19640 1.85291
H 1.10742 4.11001 2.26462
C 1.84034 2.70710 -0.04076
H 2.42532 3.00769 -0.92239
H 1.59589 1.63349 -0.10736
H 2.44432 2.87836 0.86194
C -2.79843 3.98534 -0.55336
H -3.17016 3.35398 0.25920
H -3.55691 4.04794 -1.33959
H -2.56381 4.99199 -0.18943
C -1.57797 -3.52803 -1.57378
H -2.05740 -3.43867 -0.59166
H -0.89753 -4.39138 -1.59953
H -2.34112 -3.62562 -2.36212
C -0.53507 -0.95786 0.05309
H -1.06264 -0.00076 0.09996
H 0.50078 -0.79539 0.37109
H -1.00350 -1.65901 0.75172
```